Here is a molecular structure, C25H31N6O6S3ScSi from the Open Molecules 2025 dataset. Energies are from the ωB97M-V functional and the def2-TZVPD basis.

Computed properties:
HOMO energy = -1.6 eV
Charge = -2
Orbital gap = 5.880 eV
Relative energy (zero: lowest compared OMol25 entry of this formula, charge and spin) = 0.093 eV
Total energy = -108743.9763 eV

Structure (XYZ):
```
73
Properties=species:S:1:pos:R:3:lowdin_charge:R:1
Sc 0.0207 -0.1128 -1.2777 0.618
O -1.7579 0.6930 2.8338 0.133
C -0.7036 0.4263 2.0555 -0.472
O -0.6935 0.6853 0.8810 0.046
C 0.4752 -0.1398 2.8167 -0.123
O 1.4326 -0.6714 1.9527 -0.114
C 1.2877 -2.0623 1.6733 -0.158
C -0.0208 -2.4145 0.9601 -0.781
O -1.1368 -2.2290 1.9083 -0.099
O -0.2181 -1.8499 -0.1783 -0.209
H -2.4712 0.9601 2.2300 0.132
H 0.1040 -0.8647 3.5449 0.132
H 0.9343 0.6983 3.3535 0.144
H 1.3619 -2.6364 2.6036 0.114
H 2.1118 -2.3043 1.0030 0.116
S 0.1650 -1.1200 -3.5669 0.573
C 1.7710 -1.8486 -3.5940 -0.692
C 2.0559 -2.7629 -4.6141 -0.164
C 3.2936 -3.3731 -4.7358 -0.146
C 4.2903 -3.0749 -3.8132 -0.147
C 4.0242 -2.1752 -2.7943 -0.163
C 2.7812 -1.5443 -2.6560 -0.686
S 2.5754 -0.3851 -1.3464 0.615
H 1.2672 -2.9887 -5.3224 0.081
H 3.4755 -4.0769 -5.5408 0.078
H 5.2675 -3.5406 -3.8845 0.077
H 4.7928 -1.9339 -2.0688 0.080
C -2.7145 -3.2863 4.0887 -0.111
N -1.8989 -4.1074 3.1977 -0.057
C -1.7100 -3.5229 1.9015 -0.823
S -0.2861 -4.3180 1.0053 0.941
N -2.9522 -3.4399 1.2161 -0.035
C -3.5508 -4.7057 0.8413 -0.120
H -2.2834 -2.2953 4.2766 0.070
H -2.8369 -3.8078 5.0395 0.067
H -3.6952 -3.1414 3.6394 0.075
H -0.9836 -4.2835 3.5899 0.085
H -2.8230 -2.8271 0.4194 0.100
H -2.8618 -5.3395 0.2651 0.059
H -4.4372 -4.5060 0.2400 0.074
H -3.8522 -5.2509 1.7359 0.069
C -2.5234 3.1935 -0.9700 -0.171
Si -1.2243 2.8485 -2.3036 0.376
C -0.8483 4.5719 -2.9988 -0.195
C -2.0123 1.9563 -3.7534 -0.182
N 0.1234 2.0177 -1.6345 -0.175
C 1.2734 2.7138 -1.2719 -0.407
C 2.0167 3.4706 -2.1968 -0.062
C 3.1656 4.1492 -1.8301 -0.114
C 3.6425 4.0918 -0.5253 -0.141
C 2.9440 3.3247 0.3974 -0.113
C 1.7862 2.6555 0.0358 -0.067
H -3.5115 3.3981 -1.3926 0.021
H -2.2199 4.0619 -0.3765 0.020
H -2.6018 2.3370 -0.2995 -0.009
H -1.7988 5.0270 -3.2976 0.021
H -0.2074 4.5360 -3.8815 0.013
H -0.3772 5.2262 -2.2612 0.023
H -3.0407 2.3008 -3.8996 0.026
H -2.0390 0.8742 -3.6437 -0.019
H -1.4461 2.1854 -4.6606 0.027
H 1.6905 3.4737 -3.2283 0.099
H 3.7125 4.7114 -2.5801 0.087
H 4.5513 4.6100 -0.2431 0.077
H 3.3113 3.2359 1.4145 0.089
H 1.2605 2.0512 0.7627 0.085
O -2.1522 -0.0085 -1.3890 -0.259
N -2.9984 -0.3247 -0.4914 0.002
C -4.1914 -0.6602 -0.9193 -0.307
C -5.1965 -0.9611 0.0573 -0.213
N -6.0338 -1.2132 0.8066 0.123
C -4.5797 -0.6752 -2.3038 -0.182
N -4.9608 -0.6868 -3.3891 0.150
```